1.
ORCA calculation (the ωB97M-V functional and the def2-TZVPD basis) on one molecule with the formula C2H2N4O2 at a distorted geometry.

SMILES string: Oc1nnnc(O)n1
Charge: 0
Kohn-Sham gap in eV: 9.4
HOMO energy in eV: -10.6
Maximum force in eV/A: 5.7

```
10
Properties=species:S:1:pos:R:3:mulliken_charge:R:1
O -2.36 -0.60 -0.18 -0.465
C -1.25 0.21 0.09 0.696
N -1.10 1.51 0.12 -0.253
N 0.17 2.03 -0.15 -0.165
N 1.35 1.32 -0.06 -0.185
C 1.10 -0.01 -0.03 0.554
O 2.25 -0.75 -0.12 -0.451
N -0.12 -0.61 0.11 -0.506
H -1.99 -1.54 -0.27 0.393
H 1.94 -1.57 0.48 0.382
```

***

2.
ORCA calculation (the ωB97M-V functional and the def2-TZVPD basis) on one molecule with the formula C2H2N4O2 at a distorted geometry.

SMILES string: O=C(O)n1ncnn1
Charge: 0
Kohn-Sham gap in eV: 10.5
HOMO energy in eV: -11.0
Maximum force in eV/A: 4.8

```
10
Properties=species:S:1:pos:R:3:mulliken_charge:R:1
O -0.31 -1.91 -1.78 -0.473
C -0.54 -1.45 -0.67 0.520
O -1.09 -1.84 0.61 -0.495
N 0.06 -0.17 -0.39 0.609
N 0.44 0.11 0.82 -0.623
C 0.68 1.42 0.71 0.012
N 0.34 1.91 -0.64 -0.264
N -0.08 0.97 -1.34 -0.131
H -0.36 -1.17 1.09 0.508
H 0.86 2.14 1.61 0.336
```

***

3.
ORCA calculation (the ωB97M-V functional and the def2-TZVPD basis) on one molecule with the formula C2H2N4O2 at a distorted geometry.

SMILES string: [H]/N=c1\nnonc1O
Charge: 0
Kohn-Sham gap in eV: 9.7
HOMO energy in eV: -10.6
Maximum force in eV/A: 3.5

```
10
Properties=species:S:1:pos:R:3:mulliken_charge:R:1
H -1.42 2.16 -0.14 0.286
N -1.32 1.09 -0.12 -0.628
C -0.16 0.62 -0.11 0.640
N 1.06 1.25 0.24 -0.313
N 2.12 0.49 0.14 0.102
O 2.10 -0.82 -0.06 -0.073
N 0.92 -1.66 -0.14 -0.315
C -0.11 -0.86 0.00 0.380
O -1.32 -1.49 0.28 -0.454
H -1.86 -0.77 -0.09 0.375
```

***

4.
ORCA calculation (the ωB97M-V functional and the def2-TZVPD basis) on a 2-piece molecular cluster, C2H2N4O2 overall at a distorted geometry.

Charge: 0
Kohn-Sham gap in eV: 10.2
HOMO energy in eV: -10.5
Maximum force in eV/A: 5.4

```
10
Properties=species:S:1:pos:R:3:mulliken_charge:R:1
C -1.65 0.57 -0.21 0.261
C 0.91 0.68 0.12 0.457
H -2.39 -1.23 0.94 0.318
H -1.49 1.71 -0.66 0.280
N -2.72 -0.17 0.06 -0.599
N -0.41 -0.07 0.02 0.145
N -0.01 -1.37 -0.06 -0.141
N 1.20 -1.45 -0.07 -0.085
O 1.86 -0.20 -0.01 -0.134
O 0.88 1.87 0.08 -0.501
```

***

5.
ORCA calculation (the ωB97M-V functional and the def2-TZVPD basis) on one molecule with the formula C2H2N4OS.

SMILES string: On1nncnc1=S
Charge: 0
Kohn-Sham gap in eV: 8.5
HOMO energy in eV: -9.6
Maximum force in eV/A: 0.3

```
10
Properties=species:S:1:pos:R:3:mulliken_charge:R:1
O 0.99 1.94 0.01 -0.411
N 0.22 0.83 0.00 0.704
N -1.06 1.10 -0.01 -0.332
N -1.88 0.10 -0.01 -0.437
C -1.33 -1.15 0.00 0.073
N -0.07 -1.45 0.01 -0.379
C 0.82 -0.43 0.00 0.494
S 2.47 -0.54 0.00 -0.460
H 1.90 1.55 -0.01 0.336
H -2.06 -1.96 0.01 0.412
```

***

6.
ORCA calculation (the ωB97M-V functional and the def2-TZVPD basis) on a 2-piece molecular cluster, C2H2N5O overall at a distorted geometry.

Charge: -1
Kohn-Sham gap (alpha / beta) in eV: 8.1 / 8.1
HOMO energy (alpha / beta) in eV: -5.7 / -5.7
Maximum force in eV/A: 4.7

```
10
Properties=species:S:1:pos:R:3:mulliken_charge:R:1
C -2.00 -0.32 0.29 0.559
C 0.60 -0.97 -0.25 0.179
N -2.35 0.78 -0.31 -0.234
N -2.91 -1.26 0.49 -0.290
N -3.65 0.61 -0.41 -0.320
N -3.99 -0.66 0.07 -0.293
N 0.28 -0.49 0.93 -0.659
O 0.74 -2.12 -0.62 -0.551
H 0.59 -0.16 -1.09 0.301
H 0.23 0.49 1.05 0.309
```

***

7.
ORCA calculation (the ωB97M-V functional and the def2-TZVPD basis) on one molecule with the formula C2H2N6 at a distorted geometry.

SMILES string: [H]/N=c1/nncnnn1
Charge: 0
Kohn-Sham gap in eV: 8.6
HOMO energy in eV: -10.0
Maximum force in eV/A: 6.5

```
10
Properties=species:S:1:pos:R:3:mulliken_charge:R:1
H 1.48 0.33 2.22 0.299
N 1.68 0.21 1.09 -0.518
C 0.73 0.69 0.25 0.565
N 0.90 0.57 -1.24 -0.203
N 0.26 -0.33 -1.68 -0.122
C -0.38 -1.19 -0.66 0.072
N -1.08 -1.10 0.48 -0.193
N -1.50 0.23 0.74 -0.018
N -0.67 1.12 0.80 -0.216
H -0.68 -2.24 -1.13 0.333
```

***

8.
ORCA calculation (the ωB97M-V functional and the def2-TZVPD basis) on a 2-piece molecular cluster, C2H2NO2 overall at a distorted geometry.

Charge: -1
Kohn-Sham gap in eV: 5.2
HOMO energy in eV: -1.4
Maximum force in eV/A: 3.6

```
7
Properties=species:S:1:pos:R:3:mulliken_charge:R:1
C 1.30 -0.50 -0.23 -0.515
C -1.81 0.69 0.41 0.712
N 0.64 -0.30 0.76 -0.710
O -1.44 1.79 0.59 -0.398
O -2.35 -0.27 -0.02 -0.439
H 2.57 -0.61 -0.25 0.208
H 1.09 -0.79 -1.27 0.143
```